Entry 1:
This record from the OMol25 dataset describes C18H28F4N8O3STb as an isolated structure. The level of theory is ωB97M-V/def2-TZVPD.

```
63
C18H28F4N8O3STb, DFT ωB97M-V/def2-TZVPD
Tb -0.46371 0.25972 -0.15022
S 2.06488 1.35064 -1.15907
F -1.09252 4.83880 1.30699
F 1.17094 6.10658 1.94203
F 1.15728 0.64858 1.79006
F 3.45391 2.00254 2.38965
O -1.95843 1.94236 -3.57870
O -0.66530 -1.75925 1.08757
O -0.74977 1.39525 -1.80303
N -0.24260 -1.59472 -2.05600
N -1.35378 -2.40277 3.12735
N 2.07714 -1.47480 0.19943
N 5.15679 -0.93104 -1.46505
N 3.17634 -1.04431 -0.54497
N 4.48048 0.21131 -1.70254
N -1.10152 1.87188 1.33212
N -3.13127 0.31822 -0.00679
C -0.07002 2.68283 1.58329
C 2.35092 4.10496 2.24737
C -2.41596 2.45404 1.08412
C -0.00250 4.10686 1.62289
C -3.70444 0.79598 -1.27541
C -0.83968 -1.22195 -3.36431
C -0.71670 -2.61326 1.97902
C 4.38414 -1.68180 -0.75803
C 2.33636 2.72475 2.18215
C 4.67903 -3.03204 -0.23774
C 3.24914 0.19571 -1.14389
C 1.16711 4.76972 1.93892
C -3.80276 -0.94186 0.32478
C -0.04726 -3.95388 1.83676
C -1.10228 1.28167 -3.03044
C -0.37635 0.15870 -3.82257
C 1.16810 2.06523 1.88653
C -3.43794 1.31238 1.04533
H 1.99577 -2.48731 0.10024
H -0.61634 0.27953 -4.87841
H -3.40814 -1.34698 1.25623
H -0.60795 -4.73792 2.33403
H -1.76632 -1.50006 3.31416
H -4.78937 0.92718 -1.18560
H 0.76141 -1.70118 -2.23147
H 0.93887 -3.90557 2.29370
H -1.92915 -1.23273 -3.26493
H 4.65583 -3.03249 0.85202
H -2.42434 3.02211 0.14168
H 5.67093 -3.32071 -0.56706
H -4.88434 -0.79629 0.44055
H 4.90905 0.96919 -2.21081
H -3.51238 0.07392 -2.06824
H -3.26109 1.74501 -1.57247
H -0.59768 -2.52369 -1.81587
H 0.70368 0.25965 -3.68954
H 0.06493 -4.20684 0.78755
H 2.23947 -1.26318 1.18889
H -3.41985 0.80559 2.01568
H -0.56548 -1.96763 -4.12368
H -3.63533 -1.66615 -0.47296
H -2.69096 3.13314 1.90069
H -4.44034 1.72997 0.89402
H 3.23466 4.65662 2.50406
H -1.38177 -3.09600 3.85490
H 3.95847 -3.76422 -0.60491
```

Properties
Total charge: +1
M: 671.5 g/mol
Calculated total energy: -2988.4397 Eh
HOMO level (alpha / beta): -0.3617 / -0.3625 Ha
LUMO level (alpha / beta): -2.9 / -2.9 eV
Expectation value of S²: 12.6073
Frontier orbital gap (alpha / beta): 6.95 / 6.98 eV
Spin multiplicity: 7

Need the Löwdin charges? In units of e they are: 1.5416, 0.7790, 0.0855, 0.1095, -0.0873, 0.0829, 0.0873, -0.1415, -0.3039, -0.0521, 0.2196, 0.0924, 0.1269, -0.0875, 0.0488, -0.1505, -0.3281, -0.2337, 0.0692, -0.2122, -0.1210, -0.0795, -0.2322, -0.5372, -0.3305, -0.2442, 0.0036, -0.7212, -0.2064, -0.0927, 0.0208, -0.6406, -0.0877, -0.1727, -0.1870, 0.0976, 0.1256, 0.0665, 0.0931, 0.1321, 0.1060, 0.0768, 0.0972, 0.1156, 0.0908, 0.1235, 0.0950, 0.1038, 0.1681, 0.0851, 0.0791, 0.0885, 0.0986, 0.0867, 0.1129, 0.1188, 0.1210, 0.0910, 0.1291, 0.1312, 0.1341, 0.1291, 0.0852


Entry 2:
This record from the OMol25 dataset describes the molecule C18H28N2O. The level of theory is ωB97M-V/def2-TZVPD.

```
49
C18H28N2O, DFT ωB97M-V/def2-TZVPD
O -4.21853 1.20630 0.67315
N 2.94115 -1.32181 0.36722
N -2.01394 1.29464 0.01431
C -2.91723 -0.49366 1.52167
C -2.12267 2.50453 -0.79541
C -0.46258 -0.34320 -0.86296
C -3.58881 -2.39420 3.00081
C 4.23205 -1.36240 -1.69948
C 5.59899 -2.24723 1.00312
C -2.45311 3.69968 0.11983
C -3.10583 0.70665 0.69397
C -0.75627 0.64552 0.03622
C -3.86926 -1.07317 2.29143
C 4.59925 -3.05344 0.14081
C 0.77318 -0.95305 -0.81628
C 1.38163 0.34403 1.14530
C 3.60666 -2.18327 -0.60393
C 0.16227 0.99310 1.07911
C 1.73281 -0.61553 0.21150
C -2.87164 3.44510 -3.09894
C -3.10727 2.37460 -2.01067
H -1.83870 3.34499 -3.48942
H 4.06792 -3.73144 0.79268
H -3.97499 -3.16702 2.32966
H 6.46196 -2.90271 1.32150
H 6.02095 -1.43130 0.39421
H 2.85560 -2.86102 -0.99749
H 2.13634 0.59487 1.89754
H 4.76754 -0.52085 -1.23993
H -3.49309 3.69194 0.45745
H -4.84998 -0.60216 2.38306
H -3.00305 1.31220 -2.39825
H 5.16958 -3.65177 -0.58922
H -0.11041 1.80496 1.77730
H -4.11790 2.46668 -1.62704
H -1.15307 -0.64058 -1.66521
H 4.88686 -1.95051 -2.36124
H -3.03834 4.43365 -2.70439
H 3.37631 -0.93252 -2.27440
H -1.77945 3.71512 0.97244
H -4.06120 -2.38511 3.95116
H -3.54545 3.24597 -3.95450
H -1.93912 -0.96942 1.58893
H 0.98338 -1.72045 -1.53074
H 3.41885 -1.22523 1.27876
H 5.17256 -1.78672 1.84146
H -2.53055 -2.57094 3.12093
H -2.27278 4.60214 -0.46937
H -1.15061 2.66402 -1.21666
```

Properties
M: 288.4 g/mol
Calculated total energy: -887.4088 Eh
Structure (SMILES): C/C=C/C(=O)N(c1ccc(N[C@@H](C)CC)cc1)[C@H](C)CC
HOMO level: -0.2849 Ha
LUMO level: 0.8 eV
ΔE to the lowest compared entry with this formula, charge and spin: 1.320 eV
Frontier orbital gap: 8.52 eV

Need the natural (NBO) charges? In units of e they are: -0.6329, -0.6280, -0.4961, -0.3447, -0.0217, -0.2196, -0.6462, -0.6236, -0.6139, -0.6167, 0.6589, 0.1799, -0.0706, -0.3935, -0.2790, -0.2615, -0.0411, -0.2112, 0.1968, -0.6121, -0.4006, 0.1978, 0.2073, 0.2250, 0.2196, 0.2063, 0.1891, 0.2079, 0.2130, 0.2316, 0.2183, 0.1994, 0.2089, 0.2258, 0.2216, 0.2239, 0.2122, 0.2065, 0.2180, 0.2064, 0.2160, 0.2144, 0.2040, 0.2102, 0.3894, 0.1911, 0.2132, 0.2015, 0.1987


Entry 3:
This record from the OMol25 dataset describes the molecule C18H28N2O2. The level of theory is ωB97M-V/def2-TZVPD.

```
50
C18H28N2O2, DFT ωB97M-V/def2-TZVPD
O 2.37893 -1.22739 -0.69134
O -2.01552 -1.00396 -0.13084
N 1.26498 -0.64313 1.15844
N -1.21392 0.51292 -1.56882
C 0.85562 -0.13197 3.50789
C -1.31207 -0.75622 -1.09626
C -0.66239 -3.21335 -1.22611
C -1.75813 2.58995 1.21785
C 1.68368 -1.55983 0.26096
C 1.57926 0.75332 0.89797
C -2.09507 1.52740 -1.00537
C 0.09993 0.71143 4.18418
C -1.38439 1.99420 -4.75384
C 1.28696 -3.01258 0.45343
C -1.39014 2.43235 -0.03955
C 2.83002 2.37883 2.31315
C -0.19917 -3.32077 0.22744
C -1.24063 0.94156 -3.97156
C -0.42538 0.93454 -2.70918
C 0.39274 -0.87792 2.29199
C -0.52492 -1.81896 -1.84042
C 2.77303 1.23022 1.66680
H 0.38907 -1.94308 2.52874
H 0.52862 -1.54422 -1.87291
H 1.80930 0.82684 -0.17185
H -0.53563 2.96816 -0.43337
H -0.04599 1.94146 -2.51204
H -1.97827 1.96266 -5.65112
H 1.98535 3.04723 2.35128
H -0.62980 -0.57310 2.03265
H -0.91188 0.92725 3.88236
H 0.45530 1.21430 5.06692
H 3.62719 0.56747 1.63111
H -0.88823 -1.85399 -2.87072
H 0.70054 1.36004 1.12576
H -1.71334 -3.50982 -1.25904
H -2.50680 2.11562 -1.83419
H -1.23713 3.25154 1.88992
H -0.89871 2.93208 -4.53711
H -2.90765 1.00656 -0.49369
H 1.57407 -3.33237 1.45824
H -0.37779 -4.34806 0.55698
H -0.09323 -3.91257 -1.84413
H 3.71796 2.70162 2.82881
H 1.87002 -0.34013 3.81976
H -0.82754 -2.66630 0.82672
H -1.74203 0.01166 -4.20363
H 1.88269 -3.58687 -0.26045
H -2.60509 2.06234 1.62434
H 0.43563 0.27304 -2.82614
```

Properties
M: 304.4 g/mol
Calculated total energy: -962.6062 Eh
Structure (SMILES): C=CCN(CC=C)C(=O)CCCCC(=O)N(CC=C)CC=C
HOMO level: -0.3357 Ha
LUMO level: 0.9 eV
ΔE to the lowest compared entry with this formula, charge and spin: 4.317 eV
Frontier orbital gap: 10.04 eV

Need the natural (NBO) charges? In units of e they are: -0.6668, -0.6579, -0.4329, -0.4375, -0.1773, 0.7061, -0.3845, -0.3869, 0.6982, -0.2884, -0.2703, -0.3872, -0.3828, -0.5032, -0.1812, -0.3929, -0.4022, -0.1877, -0.2565, -0.2606, -0.5343, -0.1729, 0.2197, 0.2578, 0.2484, 0.1926, 0.2037, 0.2031, 0.1870, 0.2184, 0.1916, 0.2012, 0.2038, 0.2255, 0.2208, 0.2149, 0.2079, 0.1997, 0.1905, 0.2430, 0.2210, 0.2089, 0.2025, 0.1992, 0.2034, 0.2339, 0.1981, 0.2321, 0.1974, 0.2341


Please write out number 2 again, unchanged.
This record from the OMol25 dataset describes the molecule C18H28N2O. The level of theory is ωB97M-V/def2-TZVPD.

```
49
C18H28N2O, DFT ωB97M-V/def2-TZVPD
O -4.21853 1.20630 0.67315
N 2.94115 -1.32181 0.36722
N -2.01394 1.29464 0.01431
C -2.91723 -0.49366 1.52167
C -2.12267 2.50453 -0.79541
C -0.46258 -0.34320 -0.86296
C -3.58881 -2.39420 3.00081
C 4.23205 -1.36240 -1.69948
C 5.59899 -2.24723 1.00312
C -2.45311 3.69968 0.11983
C -3.10583 0.70665 0.69397
C -0.75627 0.64552 0.03622
C -3.86926 -1.07317 2.29143
C 4.59925 -3.05344 0.14081
C 0.77318 -0.95305 -0.81628
C 1.38163 0.34403 1.14530
C 3.60666 -2.18327 -0.60393
C 0.16227 0.99310 1.07911
C 1.73281 -0.61553 0.21150
C -2.87164 3.44510 -3.09894
C -3.10727 2.37460 -2.01067
H -1.83870 3.34499 -3.48942
H 4.06792 -3.73144 0.79268
H -3.97499 -3.16702 2.32966
H 6.46196 -2.90271 1.32150
H 6.02095 -1.43130 0.39421
H 2.85560 -2.86102 -0.99749
H 2.13634 0.59487 1.89754
H 4.76754 -0.52085 -1.23993
H -3.49309 3.69194 0.45745
H -4.84998 -0.60216 2.38306
H -3.00305 1.31220 -2.39825
H 5.16958 -3.65177 -0.58922
H -0.11041 1.80496 1.77730
H -4.11790 2.46668 -1.62704
H -1.15307 -0.64058 -1.66521
H 4.88686 -1.95051 -2.36124
H -3.03834 4.43365 -2.70439
H 3.37631 -0.93252 -2.27440
H -1.77945 3.71512 0.97244
H -4.06120 -2.38511 3.95116
H -3.54545 3.24597 -3.95450
H -1.93912 -0.96942 1.58893
H 0.98338 -1.72045 -1.53074
H 3.41885 -1.22523 1.27876
H 5.17256 -1.78672 1.84146
H -2.53055 -2.57094 3.12093
H -2.27278 4.60214 -0.46937
H -1.15061 2.66402 -1.21666
```

Properties
M: 288.4 g/mol
Calculated total energy: -887.4088 Eh
Structure (SMILES): C/C=C/C(=O)N(c1ccc(N[C@@H](C)CC)cc1)[C@H](C)CC
HOMO level: -0.2849 Ha
LUMO level: 0.8 eV
ΔE to the lowest compared entry with this formula, charge and spin: 1.320 eV
Frontier orbital gap: 8.52 eV

Need the natural (NBO) charges? In units of e they are: -0.6329, -0.6280, -0.4961, -0.3447, -0.0217, -0.2196, -0.6462, -0.6236, -0.6139, -0.6167, 0.6589, 0.1799, -0.0706, -0.3935, -0.2790, -0.2615, -0.0411, -0.2112, 0.1968, -0.6121, -0.4006, 0.1978, 0.2073, 0.2250, 0.2196, 0.2063, 0.1891, 0.2079, 0.2130, 0.2316, 0.2183, 0.1994, 0.2089, 0.2258, 0.2216, 0.2239, 0.2122, 0.2065, 0.2180, 0.2064, 0.2160, 0.2144, 0.2040, 0.2102, 0.3894, 0.1911, 0.2132, 0.2015, 0.1987